Density functional theory data (the ωB97M-V functional and the def2-TZVPD basis) for C5H6N2O in the gas phase.

## Properties
SMILES   Cn1nccc1C=O
F_max   0.07642 Eh/bohr
Relative energy (zero: lowest compared OMol25 entry of this formula, charge and spin)   140.2 kJ/mol

The geometry in ORCA input format:
```
! RIJCOSX wB97M-V def2-TZVPD def2/J DEFGRID3
* xyz 0 1
C -0.124 -0.846 1.755
N -0.098 0.087 0.678
N -0.037 1.427 0.972
C 0.252 2.041 -0.183
C 0.195 1.180 -1.241
C 0.043 -0.087 -0.653
C -0.071 -1.368 -1.419
O 0.164 -1.450 -2.592
H -1.118 -0.970 2.142
H 0.049 -1.754 1.372
H 0.621 -0.580 2.434
H 0.202 3.210 -0.232
H 0.376 1.290 -2.357
H -0.455 -2.181 -0.675
*
```

Density functional theory data (the ωB97M-V functional and the def2-TZVPD basis) for a molecular structure, C5H6N2O.

## Properties
F_max   0.12673 Eh/bohr
Relative energy (zero: lowest compared OMol25 entry of this formula, charge and spin)   797.9 kJ/mol

The geometry in ORCA input format:
```
! RIJCOSX wB97M-V def2-TZVPD def2/J DEFGRID3
* xyz 0 1
C 2.328 -0.409 -0.089
C 0.351 1.014 -0.093
C -0.970 0.497 -0.146
C -2.510 0.345 -0.074
C -1.019 -0.810 -0.129
H 3.030 -0.238 -1.134
H 3.023 0.389 1.150
H 2.104 -1.601 0.570
H 0.845 2.047 0.342
H -2.888 0.637 0.857
H -3.117 0.789 -0.997
N 0.987 -0.260 -0.185
N 0.173 -1.329 -0.112
O -2.335 -1.072 0.040
*
```

Density functional theory data (the ωB97M-V functional and the def2-TZVPD basis) for 2 unconnected molecules or ions with the total composition C5H6N2O.

## Properties
SMILES   C=CC#[N+][O-].CC#N
F_max   0.05912 Eh/bohr
Relative energy (zero: lowest compared OMol25 entry of this formula, charge and spin)   415.5 kJ/mol

The geometry in ORCA input format:
```
! RIJCOSX wB97M-V def2-TZVPD def2/J DEFGRID3
* xyz 0 1
C 2.303 1.212 1.102
C 0.940 1.281 1.057
C 0.239 0.851 -0.065
N -0.023 0.958 -1.181
O -0.390 0.801 -2.282
H 2.668 1.598 2.049
H 2.940 0.837 0.234
H 0.424 1.629 1.967
C -1.336 -1.956 -0.720
C -1.909 -0.710 -0.172
N -2.401 0.044 0.516
H -0.997 -2.471 0.199
H -2.040 -2.422 -1.391
H -0.418 -1.651 -1.313
*
```

Density functional theory data (the ωB97M-V functional and the def2-TZVPD basis) for a molecular structure, C5H6N2O.

## Properties
F_max   0.08857 Eh/bohr
Relative energy (zero: lowest compared OMol25 entry of this formula, charge and spin)   282.0 kJ/mol

The geometry in ORCA input format:
```
! RIJCOSX wB97M-V def2-TZVPD def2/J DEFGRID3
* xyz 0 1
C 0.505 -1.039 0.318
C -2.108 0.135 -0.037
C 0.982 0.022 -0.651
C -1.856 -1.344 -0.058
C 0.380 0.964 0.240
N -0.632 -1.683 0.210
N -0.983 0.973 0.390
O -3.170 0.673 -0.192
H 1.159 -1.467 1.026
H 1.981 0.268 -0.686
H 0.657 0.055 -1.752
H -2.560 -2.071 -0.356
H 0.997 1.399 1.004
H -1.404 1.765 0.673
*
```

Density functional theory data (the ωB97M-V functional and the def2-TZVPD basis) for C5H6N2O in the gas phase.

## Properties
SMILES   Cn1ccnc1C=O
F_max   0.08556 Eh/bohr
Relative energy (zero: lowest compared OMol25 entry of this formula, charge and spin)   56.4 kJ/mol

The geometry in ORCA input format:
```
! RIJCOSX wB97M-V def2-TZVPD def2/J DEFGRID3
* xyz 0 1
C 0.573 1.601 0.027
N -0.179 0.433 -0.052
C -1.519 0.345 -0.045
C -1.864 -1.013 0.083
N -0.672 -1.714 0.036
C 0.246 -0.839 -0.001
C 1.692 -1.264 -0.125
O 2.666 -0.525 0.115
H 1.305 1.647 -0.756
H 1.080 1.543 0.993
H -0.136 2.437 -0.129
H -2.072 1.217 -0.015
H -2.853 -1.540 0.110
H 1.732 -2.329 -0.241
*
```

Density functional theory data (the ωB97M-V functional and the def2-TZVPD basis) for 2 unconnected molecules or ions with the total composition C5H6N2O2.

## Properties
SMILES   N#Cc1[nH]ccc1O.O
F_max   0.05768 Eh/bohr
Relative energy (zero: lowest compared OMol25 entry of this formula, charge and spin)   112.8 kJ/mol

The geometry in ORCA input format:
```
! RIJCOSX wB97M-V def2-TZVPD def2/J DEFGRID3
* xyz 0 1
N 0.847 1.028 1.388
C -0.174 0.608 0.989
C -1.545 0.287 0.848
N -2.060 -0.992 0.999
C -3.403 -0.957 0.877
C -3.809 0.352 0.665
C -2.630 1.130 0.598
O -2.508 2.451 0.393
H -1.509 -1.830 1.123
H -3.996 -1.861 0.981
H -4.832 0.714 0.607
H -3.371 2.876 0.380
O 1.953 0.540 -1.160
H 2.186 1.009 -0.269
H 1.277 1.071 -1.592
*
```